[1]
Below is a structure of composition C18H36FO18V in a non-equilibrium geometry, with properties calculated with the ωB97M-V functional and the def2-TZVPD basis.

Values from the calculation:
calculated total energy	-84507.3451	eV
relative energy (zero: lowest compared OMol25 entry of this formula, charge and spin)	5.0	kcal/mol
total charge	+1
molecular weight	610.4	g/mol
HOMO-LUMO gap (spin up / spin down)	7.71 / 10.76	eV
multiplicity	4
<S²>	3.753
maximum force	1.51	eV/Å

Each line ends with the Mulliken charge.
Positions of all 74 atoms, in Å:
V -0.33020 0.08344 0.71118  0.90
F -1.43091 -1.10320 1.96465  -0.85
C -4.35454 0.98669 0.67134  -0.43
O -4.06873 2.07802 -0.20471  -0.41
C -2.79928 2.36896 -0.40794  0.57
O -1.87769 1.80554 0.10686  0.23
O -2.72407 3.38223 -1.25302  -0.44
C -1.43075 3.73119 -1.73397  -0.34
H -5.17606 1.29106 1.31289  0.35
H -3.48568 0.70873 1.26274  -0.05
H -4.66490 0.12716 0.07894  0.18
H -0.86322 2.82514 -1.94713  -0.12
H -0.88558 4.34902 -1.02598  0.30
H -1.60428 4.24186 -2.67608  0.36
C -2.61878 -0.44788 -4.41447  -0.83
O -2.16271 -0.04530 -3.12356  -0.14
C -2.19287 -0.90820 -2.12856  0.31
O -1.83983 -0.61584 -1.02116  0.21
O -2.65400 -2.10981 -2.47594  -0.36
C -2.88548 -3.01520 -1.40032  -0.63
H -3.69770 -0.59437 -4.40447  0.33
H -2.11832 -1.35578 -4.74226  0.30
H -2.38837 0.36202 -5.09848  0.25
H -2.14283 -2.92848 -0.60968  0.17
H -2.88821 -4.01569 -1.82168  0.28
H -3.86597 -2.82167 -0.96347  0.34
C 1.30904 -4.69989 1.06533  -0.89
O 1.07501 -3.28276 0.89668  -0.20
C 0.89396 -2.76161 -0.28787  0.10
O 0.77951 -1.57001 -0.42995  0.41
O 0.86467 -3.65681 -1.26889  -0.43
C 0.61375 -3.20116 -2.59888  -0.39
H 2.00481 -5.07654 0.32107  0.37
H 0.36512 -5.23777 1.05649  0.31
H 1.76880 -4.80003 2.04494  0.27
H 0.60323 -2.12005 -2.71287  -0.10
H -0.34998 -3.58231 -2.93545  0.23
H 1.38820 -3.62784 -3.23794  0.38
C 1.03391 -1.60316 3.89745  -0.50
O 2.35314 -1.33211 3.46352  -0.49
C 2.54463 -0.68516 2.34744  0.61
O 1.75697 -0.13190 1.60057  0.45
O 3.84545 -0.69618 2.11631  -0.46
C 4.31941 -0.09342 0.90312  -0.11
H 0.39360 -1.97627 3.09533  0.05
H 0.51155 -0.72540 4.26528  0.17
H 1.09872 -2.36101 4.66829  0.37
H 3.52411 0.49231 0.45066  -0.42
H 4.61972 -0.89451 0.22769  0.33
H 5.18465 0.51142 1.15174  0.33
C -2.14333 1.16772 4.15276  -0.52
O -0.89384 1.82779 4.43602  -0.44
C -0.11784 1.99707 3.39816  0.38
O -0.34426 1.60953 2.27216  0.27
O 0.93501 2.70640 3.75215  -0.43
C 1.82646 3.02462 2.70437  -0.36
H -1.99794 0.16741 3.74457  0.11
H -2.69100 1.76363 3.42077  0.23
H -2.70820 1.10375 5.07458  0.32
H 1.29239 3.20595 1.77476  -0.01
H 2.53238 2.20700 2.51914  0.12
H 2.40391 3.88070 3.03940  0.43
C 2.02851 0.46670 -3.74451  -1.03
O 1.10529 0.64576 -2.65584  -0.01
C 1.44395 1.38560 -1.62075  0.02
O 0.79872 1.39450 -0.60624  0.32
O 2.49923 2.14145 -1.85563  -0.49
C 2.91149 3.04109 -0.80817  -0.53
H 2.93756 -0.00405 -3.37449  0.36
H 2.20200 1.40891 -4.25167  0.41
H 1.53909 -0.23866 -4.41066  0.28
H 3.46151 2.50032 -0.04325  0.16
H 2.04956 3.56517 -0.40503  0.21
H 3.57831 3.76415 -1.26835  0.34

[2]
Below is a cluster of 7 separate species, C12H36NO9 in total in a non-equilibrium geometry, with properties calculated with the ωB97M-V functional and the def2-TZVPD basis.

Values from the calculation:
calculated total energy	-32938.1339	eV
relative energy (zero: lowest compared OMol25 entry of this formula, charge and spin)	97.4	kcal/mol
total charge	-1
molecular weight	338.4	g/mol
HOMO-LUMO gap	9.50	eV
maximum force	6.61	eV/Å

Each line ends with the Mulliken charge.
Positions of all 58 atoms, in Å:
N 0.25950 0.26050 0.28888  1.49
O 0.15150 -0.84550 -0.22112  -0.84
O 1.42550 0.55150 0.67888  -0.95
O -0.74350 0.98550 0.26688  -0.98
C 0.32550 4.82750 3.01888  -1.34
C 0.24350 3.32650 2.45488  0.03
O 1.50650 3.26950 1.70388  -0.59
H 1.06950 5.17550 3.71588  0.37
H -0.69950 5.03450 3.47988  0.32
H 0.45350 5.53950 2.20888  0.34
H -0.41050 3.24450 1.66888  0.32
H 0.34950 2.73150 3.35788  0.19
H 1.55850 2.35450 1.22488  0.37
C 1.13150 -2.60050 4.47488  -1.32
C 0.87250 -1.69750 3.31588  0.45
O 1.71850 -0.63850 3.12688  -0.62
H 0.30550 -3.38850 4.45688  0.28
H 1.33750 -2.21650 5.37388  0.42
H 1.97550 -3.20950 4.18288  0.33
H -0.27150 -1.37750 3.19888  -0.02
H 0.82450 -2.23850 2.30488  0.08
H 1.66350 -0.26450 2.22488  0.38
C -4.22350 -1.66450 1.80688  -1.34
C -2.86050 -1.68850 1.29088  0.01
O -2.86250 -1.08850 -0.07612  -0.57
H -4.76850 -0.76050 1.66688  0.31
H -4.25750 -1.82050 2.89488  0.36
H -4.82450 -2.47750 1.47988  0.36
H -2.07850 -2.37050 1.28188  0.51
H -2.53050 -0.86550 1.87788  0.07
H -2.12050 -0.44450 -0.06012  0.30
C 5.76850 -0.76750 -1.10112  -1.35
C 4.29650 -0.34650 -0.97212  -0.11
O 3.62850 -1.25050 -0.06412  -0.54
H 5.98350 -0.53050 -2.08412  0.43
H 5.75450 -1.75050 -1.25312  0.43
H 6.47350 -0.55650 -0.28412  0.30
H 3.71450 -0.28950 -1.77712  0.35
H 4.21850 0.59750 -0.45412  0.21
H 2.69250 -1.07750 -0.05512  0.28
C -3.41550 2.20250 -3.55512  -1.56
C -2.70350 1.36350 -2.52512  0.36
O -2.37450 2.27650 -1.38112  -0.61
H -3.66950 1.43750 -4.29712  0.40
H -2.93450 3.04550 -3.88712  0.40
H -4.44250 2.23450 -3.32512  0.43
H -1.72950 0.93450 -2.86912  -0.08
H -3.38150 0.65750 -1.92712  0.23
H -1.83550 1.77950 -0.79212  0.51
C 0.10550 -1.73350 -5.07112  -1.06
C -0.35450 -1.89850 -3.65512  0.61
O 0.70650 -2.01950 -2.63912  -0.52
H -0.80850 -1.79250 -5.56612  0.34
H 0.97750 -2.47650 -5.45412  0.23
H 0.55150 -0.75050 -5.11812  0.30
H -1.20950 -2.57250 -3.28312  0.34
H -0.98550 -0.93250 -3.34312  -0.47
H 0.45250 -1.42750 -1.93612  0.43

[3]
Below is a cluster of 2 separate species, C6H16BN2O5 in total in a non-equilibrium geometry, with properties calculated with the ωB97M-V functional and the def2-TZVPD basis.

Values from the calculation:
calculated total energy	-20375.9847	eV
relative energy (zero: lowest compared OMol25 entry of this formula, charge and spin)	93.9	kcal/mol
total charge	-1
molecular weight	207.0	g/mol
HOMO-LUMO gap	5.22	eV
maximum force	8.48	eV/Å

Each line ends with the Mulliken charge.
Positions of all 30 atoms, in Å:
N -1.45560 0.57292 2.66128  -0.51
B -2.91037 0.80499 2.29873  0.64
O -3.61116 1.95426 2.97264  -0.56
O -3.73519 -0.00564 1.38267  -0.47
C -2.98828 -0.45275 0.19714  0.38
O -2.25026 -1.58398 0.29248  -0.50
N -3.04707 0.25139 -1.14030  -0.21
C -1.68668 0.41795 -1.78101  -0.61
C -0.50617 0.94914 -0.77220  0.09
O -0.83181 2.20503 -0.05566  -0.57
H -1.43767 0.37424 3.70364  0.24
H -1.03979 -0.25707 2.18511  0.24
H -4.47377 2.14420 2.45985  0.29
H -3.59864 1.13673 -1.11464  0.32
H -1.71137 1.18875 -2.69225  0.35
H -1.34214 -0.62652 -2.23910  0.20
H -0.11533 0.08673 -0.05607  -0.02
H 0.42770 1.21522 -1.46622  0.33
H -0.00571 2.80143 -0.06657  0.34
C 2.60948 -2.17102 -1.06071  -1.32
C 3.24255 -0.77087 -1.11954  0.34
C 4.05181 -0.52445 0.16457  -1.36
O 2.26323 0.11583 -1.15839  -0.79
H 1.93679 -2.29254 -0.20153  0.25
H 2.03566 -2.39076 -1.97001  0.29
H 3.38873 -2.93770 -0.97431  0.44
H 3.97834 -0.80820 -1.93537  0.18
H 3.43289 -0.58442 1.06965  0.29
H 4.53390 0.46125 0.15240  0.31
H 4.84593 -1.27414 0.26372  0.39

[4]
Below is a structure of composition C36H37F3P2Pb in a non-equilibrium geometry, with properties calculated with the ωB97M-V functional and the def2-TZVPD basis.

Values from the calculation:
calculated total energy	-69905.6939	eV
relative energy (zero: lowest compared OMol25 entry of this formula, charge and spin)	0.0	kcal/mol
total charge	0
molecular weight	795.8	g/mol
HOMO-LUMO gap	5.95	eV
maximum force	3.40	eV/Å

Each line ends with the Mulliken charge.
Positions of all 79 atoms, in Å:
Pb -0.25356 0.18934 0.01346  1.09
C 6.11159 -2.25577 -3.78582  -0.42
C 5.53289 -1.17212 -4.31433  -0.36
C 5.01602 -1.05190 -5.72232  -0.48
C 4.50352 -2.34832 -6.37449  -1.13
C 3.51170 -3.10212 -5.52788  -0.08
C 3.78213 -4.04008 -4.62035  -0.45
C 5.14621 -4.56367 -4.25857  -0.72
C 6.32483 -3.59692 -4.44003  -0.94
C -2.17746 -0.71179 0.84168  -1.58
H 6.61236 -2.17375 -2.81302  0.39
H 5.58544 -0.22298 -3.77695  0.48
H 5.79148 -0.62549 -6.38692  0.37
H 4.18480 -0.32549 -5.72607  0.26
H 3.98789 -2.05855 -7.30293  0.45
H 5.35165 -2.97110 -6.70316  0.31
H 2.47098 -2.91999 -5.82833  0.49
H 2.97281 -4.64621 -4.20956  0.51
H 5.37221 -5.48221 -4.82930  0.34
H 5.12713 -4.87301 -3.19944  0.31
H 7.19521 -4.05884 -3.95164  0.44
H 6.60155 -3.52263 -5.50494  0.32
H -1.97776 -1.21751 1.79835  0.37
H -2.55020 -1.44732 0.10988  0.34
H -2.95775 0.04826 1.02624  0.40
P 2.38327 0.65739 -1.17972  0.44
P -0.02606 -1.72082 -1.88247  0.32
C 2.33905 -0.37307 -2.64801  -0.29
C 1.34605 -1.26257 -2.95190  -0.45
C 2.47101 2.40535 -1.63294  0.10
C 3.14109 2.80346 -2.79975  -0.03
C 3.20079 4.15764 -3.12644  -0.54
C 2.54887 5.10073 -2.32557  -0.54
C 1.83700 4.69652 -1.18733  -0.60
C 1.81090 3.35473 -0.82175  -0.45
C 3.79865 0.21176 -0.14231  0.84
C 3.78412 -1.03420 0.51720  -0.35
C 4.78097 -1.32792 1.44500  -0.69
C 5.81397 -0.40719 1.67755  -0.60
C 5.84944 0.80390 0.99004  -0.60
C 4.84634 1.12688 0.07882  -0.54
C -1.55600 -1.71211 -2.87694  0.51
C -2.11130 -0.47956 -3.27298  -0.39
C -3.31154 -0.45632 -3.98447  -0.65
C -3.94567 -1.65649 -4.32786  -0.47
C -3.38952 -2.88109 -3.94405  -0.59
C -2.20717 -2.91239 -3.20970  -0.38
C 0.26147 -3.38732 -1.25834  0.66
C -0.27589 -3.77002 -0.01285  -0.44
C -0.09605 -5.07803 0.42905  -0.60
C 0.62870 -5.98791 -0.34833  -0.57
C 1.19228 -5.59475 -1.56561  -0.31
C 1.01685 -4.29001 -2.02251  -0.16
H 3.22060 -0.25025 -3.31083  -0.16
H 1.32289 -1.77440 -3.93570  0.51
H 3.60650 2.04435 -3.42792  0.22
H 3.76220 4.46399 -4.00859  0.41
H 2.59295 6.15649 -2.59760  0.36
H 1.31137 5.43507 -0.58405  0.40
H 1.28168 3.03190 0.08169  0.36
H 2.97894 -1.74698 0.31152  0.28
H 4.74588 -2.27481 1.97792  0.43
H 6.59481 -0.65117 2.39932  0.37
H 6.65864 1.51854 1.16153  0.39
H 4.84383 2.07725 -0.45553  0.39
H -1.59960 0.45133 -3.01166  0.37
H -3.74737 0.50141 -4.27036  0.39
H -4.87863 -1.63540 -4.88995  0.37
H -3.87953 -3.81840 -4.21491  0.39
H -1.77918 -3.86467 -2.88988  0.39
H -0.83389 -3.04901 0.58714  0.19
H -0.53662 -5.39065 1.37543  0.40
H 0.76185 -7.01083 -0.00547  0.37
H 1.75849 -6.29676 -2.18163  0.43
H 1.45459 -3.95258 -2.95949  -0.02
F 1.05546 -1.15919 2.55787  -0.27
C 0.57312 0.12793 2.32665  0.21
F -0.29126 0.38031 3.35760  -0.29
F 1.64509 0.95372 2.54466  -0.25

[5]
Below is a cluster of 5 separate species, C23H52N4O10 in total in a non-equilibrium geometry, with properties calculated with the ωB97M-V functional and the def2-TZVPD basis.

Values from the calculation:
calculated total energy	-51115.5237	eV
total charge	0
molecular weight	544.7	g/mol
HOMO-LUMO gap	5.53	eV
maximum force	4.50	eV/Å

Each line ends with the Mulliken charge.
Positions of all 89 atoms, in Å:
C 9.34310 1.38409 -0.70187  -1.40
C 8.07940 1.26822 -1.54580  -0.23
C 7.23845 0.00699 -1.32241  -0.82
N 6.04045 -0.16318 -2.25285  0.27
C 5.00935 0.88577 -1.79560  -1.23
C 6.38110 -0.05605 -3.79823  -0.60
C 5.18051 -0.76129 -4.47337  -0.77
C 4.94927 -2.08021 -3.55497  -0.51
C 5.50611 -1.66673 -2.17396  -0.60
H 9.24145 0.92265 0.28039  0.37
H 9.59904 2.41190 -0.44458  0.36
H 10.13588 0.75939 -1.11339  0.37
H 8.36677 1.48521 -2.57460  0.25
H 7.33743 2.01261 -1.25685  0.33
H 6.94534 -0.12941 -0.28147  0.43
H 7.85164 -0.81807 -1.68485  0.44
H 5.39231 1.82278 -2.19989  0.41
H 4.81943 0.80102 -0.72562  0.46
H 3.96338 0.79855 -2.08966  0.45
H 6.57081 0.97190 -4.10718  0.40
H 7.35502 -0.54326 -3.84511  0.40
H 4.27719 -0.15903 -4.37634  0.36
H 5.42369 -1.09950 -5.48062  0.41
H 3.86032 -2.12759 -3.54981  0.33
H 5.49843 -2.91782 -3.98501  0.34
H 4.64365 -1.51973 -1.52385  0.37
H 6.26992 -2.17807 -1.58810  0.41
N -0.13162 -0.26858 -0.08252  0.95
O 0.49546 -1.31398 0.10577  -0.65
O -0.78170 0.15545 0.90787  -0.64
O -0.10772 0.26281 -1.17430  -0.66
C -1.33938 -4.77129 -1.59200  -0.79
O -1.96577 -5.50842 -0.52052  -0.35
C -3.18292 -6.03457 -0.76728  -0.46
C -3.68235 -7.03897 0.23269  -0.63
N -4.10173 -6.31297 1.41142  -0.20
C -4.85035 -7.03962 2.43818  -0.90
C -4.85557 -6.29572 3.86716  -0.61
O -3.57767 -5.74605 4.17464  -0.29
C -3.58101 -5.53046 5.61555  -0.78
H -1.83624 -5.00993 -2.53236  0.31
H -0.31151 -4.94805 -1.90876  0.27
H -1.60997 -3.73889 -1.37056  0.33
H -3.15022 -6.48724 -1.75829  0.38
H -3.81274 -5.14755 -0.69920  0.28
H -2.79160 -7.64393 0.40201  0.30
H -4.52797 -7.65724 -0.06860  0.42
H -4.88626 -5.75367 1.10844  0.18
H -4.37597 -7.99053 2.68073  0.39
H -5.79818 -7.38895 2.02870  0.47
H -5.40634 -6.92059 4.57022  0.43
H -5.48530 -5.40614 3.88136  0.35
H -4.49456 -5.05389 5.97108  0.31
H -2.72351 -4.98444 6.00880  0.27
H -3.61098 -6.47566 6.15758  0.31
C -7.54292 4.79901 2.59640  -0.63
O -6.41191 4.27438 1.85753  -0.33
C -6.43517 4.28255 0.43238  -0.54
C -5.25785 3.48166 -0.18078  -0.68
N -3.96690 4.00406 0.15652  -0.39
C -3.71820 5.41848 -0.29959  -0.78
C -3.66428 5.46935 -1.83645  -0.60
O -2.45981 5.01401 -2.45155  -0.28
C -2.19713 5.23326 -3.80419  -0.82
H -7.57170 4.55199 3.65765  0.22
H -8.27658 4.26273 1.99452  0.29
H -7.55679 5.87354 2.41401  0.24
H -6.46154 5.34201 0.17752  0.29
H -7.39025 3.85662 0.12497  0.47
H -5.24133 3.51673 -1.27010  0.34
H -5.39580 2.42768 0.06041  0.42
H -3.23126 3.43915 -0.24325  0.32
H -2.75175 5.69796 0.11990  0.35
H -4.48341 6.13414 0.00105  0.30
H -3.62214 6.51787 -2.13129  0.46
H -4.56538 5.28633 -2.42179  0.46
H -1.14989 4.98963 -3.98320  0.27
H -2.00331 6.26376 -4.10185  0.30
H -3.03029 4.83983 -4.38656  0.32
C 3.37703 2.70403 3.51518  -0.11
C 2.00234 2.67084 3.03773  -0.22
O 1.38319 3.56937 3.91078  -0.33
C 2.26162 4.35720 4.57439  0.72
O 1.98706 5.30638 5.32752  -0.58
O 3.46667 3.90275 4.26836  -0.36
H 4.13746 2.80532 2.74085  0.18
H 3.68573 1.77240 3.98938  0.25
H 1.52647 1.70641 3.21525  0.24
H 1.76202 2.96624 2.01641  0.21